[1]
Below is a structure of composition C19H18ClN6O10W, with properties calculated with ωB97M-V/def2-TZVPD.

Geometry as XYZ:
```
55
Properties=species:S:1:pos:R:3:lowdin_spin:R:1
W 1.099 -0.969 -1.847 0.43
O 2.849 -0.503 -0.815 0.04
N 2.781 0.166 0.291 0.00
N 1.637 0.625 0.489 0.00
O 0.696 0.408 -0.412 0.03
C 1.302 1.419 1.641 0.00
C 2.139 1.386 2.746 0.00
C 1.804 2.174 3.834 0.00
C 0.659 2.960 3.807 0.00
C -0.164 2.966 2.690 0.00
C 0.152 2.188 1.587 0.00
H 3.022 0.764 2.753 0.00
H 2.439 2.167 4.709 0.00
H 0.406 3.569 4.664 0.00
H -1.055 3.578 2.674 0.00
H -0.477 2.179 0.709 0.00
Cl 1.934 -0.911 -4.643 0.06
C 2.742 -1.408 -3.130 0.00
H 3.594 -0.761 -2.965 0.00
H 3.023 -2.455 -3.194 0.00
O -0.457 -3.308 -3.097 0.59
N 0.223 -2.459 -2.736 0.57
C 0.346 -5.221 1.471 0.01
C -0.273 -3.815 1.536 0.02
C -0.009 -3.177 2.908 0.01
C -1.786 -3.885 1.260 0.01
C 0.330 -2.986 0.496 0.15
C 0.836 -2.276 -0.360 0.01
H -0.115 -5.843 2.239 0.00
H 1.420 -5.188 1.653 0.00
H 0.168 -5.683 0.500 0.00
H -0.468 -3.792 3.683 0.00
H -0.441 -2.177 2.964 0.00
H 1.060 -3.110 3.110 0.00
H -2.256 -4.486 2.040 0.00
H -1.987 -4.352 0.296 0.00
H -2.236 -2.893 1.265 0.00
O -1.930 6.019 -1.872 0.00
N -2.559 5.054 -1.499 0.00
O -3.605 5.072 -0.890 0.00
C -1.963 3.728 -1.763 0.00
C -0.700 3.668 -2.319 0.00
C -0.157 2.419 -2.531 0.00
C -0.847 1.231 -2.252 0.01
O -0.349 0.073 -2.639 0.04
C -2.099 1.358 -1.641 0.00
C -2.668 2.597 -1.410 0.00
N -2.832 0.171 -1.159 0.00
O -2.214 -0.871 -1.052 0.00
O -4.000 0.320 -0.889 0.00
N 1.227 2.358 -3.017 0.00
O 1.627 3.265 -3.690 0.00
O 1.932 1.403 -2.672 0.00
H -0.157 4.569 -2.567 0.00
H -3.643 2.673 -0.950 0.00
```

Properties
**DFT total energy**: -63737.268 eV
**HOMO-LUMO gap (spin up / spin down)**: 7.2380 / 6.9155 eV
**2S+1**: 3
**Net charge**: +1
**<S²>**: 2.02
**LUMO (spin up / spin down)**: -5.0 / -5.9 eV

[2]
Below is a structure of composition C19H18CoN6S2, with properties calculated with ωB97M-V/def2-TZVPD.

Geometry as XYZ:
```
46
Properties=species:S:1:pos:R:3:lowdin_spin:R:1
Co 0.656 0.591 0.152 0.98
N -2.301 3.728 -0.639 0.00
C -1.138 3.061 -0.428 0.00
S -0.700 2.585 1.157 0.04
N -0.391 2.861 -1.509 0.00
N 0.640 2.048 -1.239 -0.01
C 1.772 2.233 -1.818 0.00
C 2.888 1.499 -1.264 0.00
C 4.169 1.525 -1.806 0.00
C 5.194 0.883 -1.142 0.00
C 4.912 0.233 0.053 0.00
C 3.614 0.234 0.522 0.00
N 2.614 0.849 -0.111 -0.01
H -2.763 4.120 0.162 0.00
H -2.415 4.182 -1.530 0.00
H 1.918 3.021 -2.549 0.00
H 4.340 2.049 -2.736 0.00
H 6.198 0.891 -1.542 0.00
H 5.684 -0.269 0.619 0.00
H 3.364 -0.272 1.446 0.00
C -1.474 0.064 -2.384 0.00
C -2.021 -0.273 -1.029 0.00
C -3.391 -0.626 -0.929 0.00
C -3.932 -0.956 0.273 0.00
C -3.098 -1.023 1.410 0.00
C -3.564 -1.442 2.674 0.00
C -2.685 -1.561 3.715 0.00
C -1.319 -1.288 3.535 0.00
C -0.832 -0.864 2.318 0.00
S 0.861 -0.598 2.030 -0.03
C -1.738 -0.691 1.235 0.00
N -1.241 -0.253 0.035 0.00
H -2.148 -0.308 -3.155 0.00
H -0.492 -0.386 -2.519 0.00
H -1.372 1.141 -2.512 0.00
H -3.992 -0.605 -1.828 0.00
H -4.984 -1.197 0.370 0.00
H -4.616 -1.668 2.795 0.00
H -3.034 -1.880 4.689 0.00
H -0.631 -1.414 4.360 0.00
C 1.260 -3.802 0.095 0.00
C 1.201 -2.570 -0.670 0.01
N 1.165 -1.549 -1.190 0.02
H 1.013 -3.558 1.129 0.00
H 2.264 -4.220 0.051 0.00
H 0.548 -4.527 -0.294 0.00
```

Properties
**DFT total energy**: -88234.708 eV
**HOMO-LUMO gap (spin up / spin down)**: 6.6104 / 6.6564 eV
**2S+1**: 2
**Net charge**: 0
**<S²>**: 0.76
**LUMO (spin up / spin down)**: -0.2 / -0.2 eV

Q: Among the records above, which one has the lowest net charge?
A: C19H18CoN6S2